No. 1
{"formula": "C7H20O6", "method": "the ωB97M-V functional and the def2-TZVPD basis", "e_homo_ev": -8.7012, "smiles": "Cc1ccccc1.O.O.O.O.O.O", "orbital_gap_ev": 8.7, "lumo_energy_ev": 0.04, "elements": ["C", "C", "C", "C", "C", "C", "C", "H", "H", "H", "H", "H", "H", "H", "H", "H", "H", "O", "H", "H", "O", "H", "H", "O", "H", "H", "O", "H", "H", "O", "H", "H", "O"], "coordinates": [[-1.009, 2.676, -0.282], [0.089, 1.812, -0.722], [0.667, 1.961, -1.993], [1.654, 1.069, -2.419], [2.092, 0.053, -1.588], [1.512, -0.112, -0.328], [0.513, 0.768, 0.104], [-1.101, 3.604, -0.901], [-1.953, 2.127, -0.426], [-0.962, 2.965, 0.741], [0.346, 2.743, -2.631], [2.109, 1.143, -3.381], [2.817, -0.709, -1.922], [1.839, -0.937, 0.301], [0.048, 0.677, 1.092], [-2.964, -0.506, 2.467], [-1.710, -1.274, 2.158], [-2.636, -1.135, 1.893], [-0.382, -1.825, 0.570], [-1.458, -2.586, -0.136], [-0.754, -1.990, -0.293], [0.606, -1.706, -3.007], [0.349, -2.200, -1.647], [0.888, -2.383, -2.394], [0.271, -2.382, 2.696], [0.607, -0.948, 2.524], [-0.014, -1.644, 2.262], [-1.816, -0.516, -0.798], [-2.824, -0.352, 0.370], [-2.596, -0.039, -0.558], [2.304, 0.534, 2.062], [1.602, 0.914, 3.344], [1.868, 0.195, 2.841]], "nbo_charge": [-0.656, -0.018, -0.164, -0.235, -0.216, -0.236, -0.238, 0.208, 0.273, 0.205, 0.202, 0.211, 0.234, 0.205, 0.198, 0.469, 0.497, -0.960, 0.498, 0.484, -0.974, 0.459, 0.487, -0.960, 0.485, 0.516, -0.976, 0.482, 0.488, -1.008, 0.504, 0.482, -0.946]}

---

No. 2
{"formula": "C7H8", "method": "the ωB97M-V functional and the def2-TZVPD basis", "e_homo_ev": -7.7194, "smiles": "C[C@@]12[C@@H]3[C@H]4[C@@H]3[C@@H]1[C@H]42", "orbital_gap_ev": 8.9, "lumo_energy_ev": 1.13, "elements": ["C", "C", "C", "C", "C", "C", "C", "H", "H", "H", "H", "H", "H", "H", "H"], "coordinates": [[-0.778, 1.777, -0.330], [-0.127, 0.459, -0.140], [0.552, -0.153, 1.083], [1.297, -1.144, 0.291], [-0.108, -1.546, 0.685], [-0.683, -0.870, -0.566], [0.712, -0.475, -0.996], [-1.188, 1.831, -1.342], [-1.617, 1.888, 0.374], [-0.078, 2.600, -0.167], [0.735, 0.146, 2.109], [2.240, -1.633, 0.505], [-0.579, -1.560, 1.658], [-1.535, -1.075, -1.208], [1.158, -0.245, -1.955]], "nbo_charge": [-0.605, -0.031, -0.203, -0.211, -0.280, -0.241, -0.216, 0.217, 0.213, 0.211, 0.217, 0.226, 0.250, 0.224, 0.230]}

---

No. 3
{"formula": "C4H6N2O", "method": "the ωB97M-V functional and the def2-TZVPD basis", "e_homo_ev": [-7.6389, -7.6631], "orbital_gap_ev": [7.2, 7.2], "lumo_energy_ev": [-0.45, -0.47], "elements": ["N", "C", "C", "O", "N", "C", "C", "H", "H", "H", "H", "H", "H"], "coordinates": [[-1.719, 0.478, 0.567], [-0.435, 0.299, 0.397], [0.067, -1.041, -0.002], [-0.618, -1.937, -0.510], [1.443, -0.905, -0.094], [1.796, 0.432, 0.063], [0.693, 1.193, 0.262], [-2.459, -0.226, -0.356], [-2.139, 1.350, 0.212], [-2.140, -0.976, -0.571], [2.022, -1.646, -0.455], [2.839, 0.726, 0.025], [0.650, 2.254, 0.463]], "nbo_charge": [-0.572, 0.062, 0.574, -0.553, -0.597, 0.018, -0.335, 0.059, 0.368, 0.103, 0.422, 0.220, 0.231]}

---

No. 4
{"formula": "C4H8N5O3P", "method": "the ωB97M-V functional and the def2-TZVPD basis", "e_homo_ev": -0.0806, "orbital_gap_ev": 6.6, "total_charge": -2, "lumo_energy_ev": 6.47, "elements": ["C", "C", "C", "C", "N", "N", "N", "N", "N", "O", "O", "O", "P", "H", "H", "H", "H", "H", "H", "H", "H"], "coordinates": [[1.477, -0.783, 0.278], [0.406, 1.854, -1.301], [0.185, 1.522, 0.202], [0.483, 0.109, 0.779], [3.098, -1.625, -0.773], [2.512, -0.455, -0.502], [1.488, -2.103, 0.537], [2.473, -2.595, -0.153], [-0.121, -0.007, 1.892], [-1.684, -2.051, -0.201], [-3.250, -0.717, -1.636], [-2.805, -0.010, 0.903], [-2.118, -0.492, -0.700], [-0.145, 2.697, -1.423], [0.040, 1.084, -1.807], [1.407, 1.983, -1.509], [0.650, 2.432, 0.688], [-0.864, 1.653, 0.419], [0.160, -0.901, 2.253], [-1.180, -2.056, 0.567], [-2.214, 0.461, 1.486]], "nbo_charge": [0.100, -0.606, -0.432, 0.301, -0.196, -0.346, -0.351, -0.164, -0.690, -1.046, -1.211, -1.102, 1.484, 0.176, 0.219, 0.191, 0.176, 0.225, 0.329, 0.470, 0.475]}